The following is a DFT calculation (ωB97M-V with the def2-TZVPD basis set) of an isolated molecule of C4H8N2O2 in a non-equilibrium geometry.

Maximum force   10.703 eV/A
Energy relative to the best compared isomer or geometry (same formula, charge and spin)   2.3125 eV
<S²>   2.01
Frontier orbital gap (alpha / beta)   5.62 / 7.89 eV
HOMO energy (alpha / beta)   -0.17777 / -0.36181 hartree
E_tot   -416.9776 hartree

```
! RIJCOSX wB97M-V def2-TZVPD def2/J DEFGRID3
* xyz 0 3
C -1.3630 -1.2438 0.3999
C -0.0416 -1.1803 0.4252
C -2.3548 -0.1875 0.2877
C 1.6617 0.0896 -0.6284
N -0.4358 1.0121 0.0315
N 0.6515 0.0809 0.3078
O -3.0035 0.3232 1.1642
O -2.6699 0.1748 -1.0326
H -1.8518 -2.2157 0.5352
H 0.6863 -1.9857 0.4183
H 1.1561 0.1313 -1.6096
H 2.3800 0.9334 -0.4580
H 2.2101 -0.8281 -0.5267
H -0.2637 1.3825 -0.9550
H -0.2188 1.8036 0.6308
H -3.3633 0.8831 -1.0420
*
```